Entry a
Here is one molecule with the formula C5H13NS from the Open Molecules 2025 dataset. Energies are from ωB97M-V/def2-TZVPD.

Results
SMILES	CCCNCCS
net charge	0
orbital gap	9.6	eV

Atoms and positions in Å:
S: -1.76951 -0.65131 3.98149
N: 0.06703 -0.26808 0.31613
C: 0.44870 0.27976 -2.35495
C: 2.05893 0.51112 -2.12216
C: -0.74702 -0.92997 2.47899
C: -0.94477 -0.09793 1.26686
C: -0.31748 0.28411 -1.05821
H: -1.70001 0.74414 3.85662
H: -0.96827 0.97049 1.47976
H: -0.29387 1.41615 -0.76867
H: -1.96646 -0.34935 1.03275
H: 0.03206 0.97103 -3.25135
H: 0.15296 -0.67428 -2.77314
H: 0.30797 -0.85508 2.87079
H: 2.19283 1.57526 -1.49025
H: -1.46025 -0.10819 -1.27780
H: 0.69362 -1.10122 0.16381
H: 2.45102 -0.36578 -1.56573
H: -0.97155 -1.92446 2.18916
H: 2.73410 0.57360 -2.97414

Entry b
Here is a 2-piece molecular cluster, C5H13NS overall from the Open Molecules 2025 dataset. Energies are from ωB97M-V/def2-TZVPD.

Results
SMILES	C=C(C)N.CCS
net charge	0
orbital gap	8.6	eV

Atoms and positions in Å:
S: -0.43485 1.70624 0.21762
N: 0.67557 -0.60123 1.53218
C: 0.99435 -3.00131 0.98113
C: 0.13214 -1.79288 0.94501
C: -0.48491 1.62164 -2.64343
C: 0.39528 1.86264 -1.37181
C: -1.03484 -1.70210 0.30726
H: -0.83271 0.57907 -2.72592
H: 2.00687 -2.92064 0.54533
H: -0.04986 1.93637 -3.59416
H: 0.19628 -0.33388 2.45411
H: 0.77191 2.89970 -1.41562
H: -1.40090 2.21682 -2.48787
H: 1.14200 -3.19476 2.05230
H: -1.53034 -2.55671 -0.11894
H: 1.64278 -0.65436 1.71566
H: -1.58919 -0.76614 0.25650
H: 1.25261 1.20655 -1.36021
H: 0.44829 -3.87168 0.57180
H: 0.15871 0.44054 0.59085

Bottom line: entry b, by a margin of 1.236 eV.

Entry a
Here is one molecule with the formula C5H13NS from the Open Molecules 2025 dataset. Energies are from ωB97M-V/def2-TZVPD.

Results
SMILES	CCCNCCS
net charge	0
orbital gap	9.7	eV

Atoms and positions in Å:
S: 2.13227 2.44584 0.92238
N: -0.60327 -0.68253 0.41441
C: -1.26731 -3.10429 -1.20006
C: -1.90175 -0.99679 -0.09840
C: -1.98224 -1.73395 -1.47199
C: -0.11975 0.70962 0.48395
C: 1.52464 0.89309 0.25426
H: -2.38199 -1.33148 0.77101
H: 2.12708 -0.01215 0.84894
H: -3.06474 -1.58905 -1.52347
H: -1.44274 -1.11194 -2.32260
H: 1.94726 0.78069 -0.70912
H: -2.20409 -0.04716 -0.44825
H: -0.31833 -2.91695 -0.63565
H: -0.56360 1.36119 -0.23992
H: -0.21889 1.25050 1.47156
H: 1.17127 3.27033 0.39613
H: -1.82298 -4.00361 -0.82348
H: 0.12197 -1.19311 -0.04367
H: -0.76521 -3.41905 -2.20703

Entry b
Here is one molecule with the formula C5H13NS from the Open Molecules 2025 dataset. Energies are from ωB97M-V/def2-TZVPD.

Results
SMILES	CN(C)CCCS
net charge	0
orbital gap	8.8	eV

Atoms and positions in Å:
S: -2.62356 1.56468 -0.42523
N: 1.84731 -0.59240 0.23292
C: 2.82713 -0.23005 1.23876
C: -2.00897 -0.07406 0.16707
C: 0.47895 -0.75253 0.61103
C: -0.53998 -0.24015 -0.47238
C: 2.35209 -1.25773 -0.93104
H: -2.62580 -0.93129 -0.10416
H: 0.17305 -1.79730 0.77350
H: 2.98964 -0.60982 -1.53247
H: 0.28406 -0.04747 1.44464
H: 2.52721 0.69138 1.72399
H: 2.91674 -1.03404 1.98710
H: -0.41381 0.65836 -1.06004
H: -1.70046 2.25102 0.27127
H: -2.03300 -0.16742 1.27253
H: 3.01322 -2.11029 -0.68767
H: 3.77421 -0.04139 0.73272
H: 1.44881 -1.74255 -1.39043
H: -0.59460 -1.10696 -1.15151

Entry c
Here is a 2-piece molecular cluster, C5H13NS overall from the Open Molecules 2025 dataset. Energies are from ωB97M-V/def2-TZVPD.

Results
SMILES	C=[SH](=C)N.C=CC
net charge	0
orbital gap	8.6	eV

Atoms and positions in Å:
S: 2.18051 -0.11897 0.13636
N: 1.89473 1.57136 0.86407
C: -1.87981 0.29031 -0.56657
C: 3.15850 -0.14553 -1.18027
C: 0.97212 -1.16848 0.25355
C: -2.41604 -0.70334 -1.18990
C: -2.00102 0.29376 0.92562
H: 0.70070 -1.41056 1.26640
H: -1.45408 1.14855 -0.96018
H: -2.99170 -1.43638 -0.57756
H: -2.89006 0.73016 1.08132
H: 3.63194 0.76940 -1.34909
H: 2.51570 -0.30430 -2.15323
H: 1.30670 1.61787 1.69209
H: 1.28121 2.02108 0.15923
H: -2.58643 -0.84688 -2.26780
H: -1.33649 0.85454 1.43159
H: 0.12657 -0.90842 -0.28600
H: -2.07857 -0.70187 1.27599
H: 2.98589 -0.54612 1.13869

Entry d
Here is one molecule with the formula C5H13NS from the Open Molecules 2025 dataset. Energies are from ωB97M-V/def2-TZVPD.

Results
SMILES	CSCC[C@@H](C)N
net charge	0
orbital gap	9.2	eV

Atoms and positions in Å:
S: -1.42808 -0.40303 1.64217
N: 0.24822 -0.57564 -2.03469
C: 2.17735 0.94097 -1.68077
C: 0.86850 0.35039 -1.13669
C: 0.04174 -1.15849 0.84429
C: -1.72403 1.28777 1.01507
C: 1.17182 -0.30531 0.23302
H: 0.18330 1.17330 -1.02807
H: 2.64800 1.70524 -1.05877
H: -2.80018 1.41814 0.91919
H: 1.49272 0.41003 0.96937
H: 0.84876 -1.16091 -2.57676
H: 2.89162 0.13256 -1.83864
H: 0.50668 -1.71647 1.63505
H: 1.93582 -1.01188 -0.08544
H: -1.27652 1.98997 1.69217
H: -0.58130 -0.23240 -2.51126
H: -0.25544 -1.87974 0.11472
H: -1.33228 1.34398 0.00827
H: 1.96789 1.30296 -2.69999

Bottom line: entry d, by a margin of 1.024 eV.

Entry a
Here is a 3-piece molecular cluster, C5H13NS overall from the Open Molecules 2025 dataset. Energies are from ωB97M-V/def2-TZVPD.

Results
net charge	0
orbital gap	6.4	eV

Atoms and positions in Å:
S: 3.97216 -0.71993 1.98445
N: -2.59580 0.26730 -0.05001
C: -3.85623 -0.27930 0.09686
C: 0.12461 1.44693 0.05178
C: 0.08399 -0.03239 0.38160
C: 1.41183 -0.68353 0.17240
C: 2.12357 -0.15604 -0.95534
H: -0.95414 1.72241 -0.08038
H: 2.34367 -0.90897 0.87522
H: 2.11266 0.91554 -0.87951
H: -4.39784 -0.07643 1.08551
H: -4.51956 -0.62451 -0.78846
H: -0.67731 -0.36779 -0.33102
H: -0.19976 -0.26287 1.39053
H: 1.36381 -1.76256 0.10133
H: 3.22579 -0.63067 -0.96458
H: 0.48834 1.39580 -0.98721
H: 0.75253 2.11596 0.69581
H: -2.48369 -0.91019 0.09342
H: 1.68138 -0.44877 -1.89240

Entry b
Here is one molecule with the formula C5H13NS from the Open Molecules 2025 dataset. Energies are from ωB97M-V/def2-TZVPD.

Results
SMILES	CN[C@@H](C)CCS
net charge	0
orbital gap	9.8	eV

Atoms and positions in Å:
S: -1.24177 0.58803 -2.84254
N: 0.49266 0.94393 1.20584
C: 0.79302 0.07901 -1.03724
C: 0.75929 0.68034 2.59640
C: 0.17098 -0.20685 0.34310
C: -1.33717 -0.46182 0.38933
C: 0.11585 -0.53482 -2.25421
H: -1.59990 -1.00425 -0.50959
H: -1.92073 0.42871 0.58485
H: 0.77752 -0.54188 -3.09968
H: -2.17601 -0.36166 -2.94074
H: 1.01176 1.59552 3.13314
H: 1.53084 -0.06509 2.85583
H: 0.79868 1.16297 -1.18933
H: 1.83382 -0.24226 -0.97962
H: -1.61779 -1.07427 1.24455
H: -0.25392 -1.53702 -2.14408
H: -0.13230 0.26795 3.08862
H: 0.67486 -1.10799 0.72831
H: 1.32032 1.39144 0.82706

Bottom line: entry b, by a margin of 8.911 eV.